No. 1
{"formula": "C5H21N2O3", "method": "ωB97M-V/def2-TZVPD", "species": ["O", "O", "O", "N", "N", "C", "C", "C", "C", "C", "H", "H", "H", "H", "H", "H", "H", "H", "H", "H", "H", "H", "H", "H", "H", "H", "H", "H", "H", "H", "H"], "positions_angstrom": [[-1.16598, 0.06095, 3.03058], [-1.98434, -1.82307, 0.81646], [3.04884, 0.78391, 1.17012], [-1.52348, 1.14212, 0.32802], [-0.52289, -0.43130, -1.92683], [0.37672, 2.54876, 0.28794], [0.79605, -2.19749, -0.55051], [0.26616, -1.72830, -1.99712], [-0.40242, 1.72698, -0.55784], [0.29817, 0.57610, -1.30692], [-0.07697, 3.40000, 0.75225], [-0.94136, 2.35892, -1.33916], [-2.66153, -2.46532, 1.17795], [0.65933, -3.27259, -0.50875], [1.38307, 2.78772, -0.19529], [-2.03673, 1.86626, 0.91104], [0.90666, 1.71886, 0.93611], [3.45556, 0.02260, 1.59124], [3.70609, 1.51857, 0.91136], [0.80504, 1.13157, -2.23773], [-0.56169, -2.52260, -2.29264], [-0.74000, -0.33990, -2.84988], [-0.49723, -0.04120, 3.60712], [1.86929, -1.90290, -0.40254], [-1.68491, -2.14533, -0.06470], [-1.72874, -0.55463, 3.00054], [1.16816, 0.14393, -0.66276], [-1.20612, 0.34986, 0.96416], [0.18866, -2.01654, 0.36051], [1.13393, -1.64638, -2.70263], [-2.32735, 0.95046, -0.25008]], "forces_ev_per_angstrom": [[3.282, 8.800, -3.409], [-0.991, -1.044, 0.037], [0.482, 1.856, -0.918], [-0.987, 1.083, 0.811], [1.273, -2.713, 3.887], [5.986, -1.621, 1.553], [0.130, -0.049, -0.813], [-1.940, -1.148, 1.936], [-3.616, -0.739, -2.820], [2.784, 1.920, -2.076], [-0.141, 0.186, 0.401], [0.252, -0.901, 0.880], [1.203, 0.950, -0.928], [0.871, -0.499, -0.495], [-1.581, 0.506, 0.044], [1.715, -0.670, -0.120], [-1.264, 1.997, 0.256], [0.661, 0.380, -0.067], [-1.136, -2.295, 0.959], [-0.361, -0.717, 2.236], [2.096, 1.475, -0.019], [-0.854, 1.556, -2.876], [3.254, -0.928, 3.153], [-1.101, -0.471, 0.065], [-0.628, 0.214, 0.906], [-6.504, -7.866, 0.119], [-1.753, 0.684, -1.046], [-0.680, 0.830, -0.742], [0.365, 1.141, -0.755], [-0.874, -0.337, 0.457], [0.058, -1.576, -0.617]], "nbo_charge": [-0.929, -0.989, -0.984, -0.719, -0.663, -0.676, -0.688, -0.231, -0.044, -0.269, 0.245, 0.207, 0.498, 0.233, 0.255, 0.434, 0.255, 0.493, 0.499, 0.209, 0.207, 0.372, 0.485, 0.225, 0.498, 0.464, 0.248, 0.494, 0.231, 0.203, 0.437], "charge": 1, "total_energy_ha": -538.00204, "spin_multiplicity": 1, "lumo_ev": -2.620, "homo_lumo_gap_ha": 0.36859, "de_lowest_ev": 4.031}


No. 2
{"formula": "C5H6OS", "method": "ωB97M-V/def2-TZVPD", "species": ["S", "O", "C", "C", "C", "C", "C", "H", "H", "H", "H", "H", "H"], "positions_angstrom": [[0.02569, 0.42646, -3.29087], [0.80059, 1.09820, -0.93179], [-1.74149, -0.32076, 0.38240], [-0.59849, -0.71395, 1.02675], [1.28146, 0.75620, 0.34480], [0.63308, 0.08004, -1.84096], [0.54326, 0.17365, 1.26481], [-1.94884, 0.71938, 0.04868], [0.95760, -0.86526, -1.45267], [0.88360, 0.26805, 2.33419], [-2.49684, -1.21168, 0.05308], [2.15836, 1.26664, 0.63428], [-0.49798, -1.67697, 1.42730]], "forces_ev_per_angstrom": [[0.137, -0.493, 0.214], [0.618, -1.612, -0.287], [-0.084, -2.758, -0.285], [-2.413, 2.689, -1.495], [-1.217, 1.103, -0.236], [-0.230, 1.988, 0.212], [0.176, -0.713, 1.788], [0.314, -1.013, 0.187], [0.099, -0.593, -0.013], [0.056, -0.422, -1.278], [1.617, 2.585, 1.070], [0.898, 0.650, -0.128], [0.031, -1.411, 0.249]], "nbo_charge": [-0.011, -0.495, -0.364, -0.255, 0.107, 0.033, -0.257, 0.218, 0.181, 0.225, 0.212, 0.194, 0.212], "total_energy_ha": -667.44316, "spin_multiplicity": 1, "lumo_ev": 0.300, "homo_lumo_gap_ha": 0.34166, "de_lowest_ev": 2.584, "smiles": "C=C/C=C\\OC=S"}


No. 3
{"formula": "C29H32NPPdSe", "method": "ωB97M-V/def2-TZVPD", "species": ["Pd", "Se", "P", "N", "C", "C", "C", "C", "C", "C", "C", "C", "C", "C", "C", "C", "C", "C", "C", "C", "C", "C", "C", "C", "C", "C", "C", "C", "C", "C", "C", "C", "C", "H", "H", "H", "H", "H", "H", "H", "H", "H", "H", "H", "H", "H", "H", "H", "H", "H", "H", "H", "H", "H", "H", "H", "H", "H", "H", "H", "H", "H", "H", "H", "H"], "positions_angstrom": [[-0.27832, 0.34582, -0.17448], [0.10061, -0.24730, 2.11835], [-2.20672, 0.03045, -1.42671], [-1.56610, 2.85432, 0.92142], [1.46957, 3.57359, -3.07045], [1.65836, 5.19456, 2.34511], [1.34281, 1.34015, -2.20611], [0.92027, -2.98729, 1.54337], [3.34517, -5.46319, 3.12232], [-3.76517, -0.14505, -0.49658], [-1.18928, -2.01212, -2.99569], [-2.31742, -1.25006, -2.71016], [1.71963, 4.60086, 1.09698], [2.30159, -0.69542, 4.26852], [1.65739, -4.13534, 1.81015], [0.68629, 3.79759, 0.60952], [1.11779, -1.85850, 2.34055], [-3.51931, -2.42475, -4.43918], [0.93511, 1.83457, -0.96742], [-0.43888, 3.60754, 1.41137], [1.14102, 4.06488, -1.81292], [-2.43500, 1.58035, -2.35402], [2.58264, -4.19673, 2.84400], [-0.49167, 4.20075, 2.67003], [-1.22118, -2.97316, -3.99718], [-0.06005, -2.99356, 0.40527], [-3.48468, -1.46354, -3.44211], [0.54157, 4.99009, 3.14346], [1.58870, 2.20659, -3.26903], [0.87400, 3.20840, -0.74536], [2.04909, -1.88665, 3.38438], [2.76362, -3.05833, 3.61571], [-2.38646, -3.17954, -4.71848], [-0.33780, -3.56102, -4.20923], [1.08362, 5.13610, -1.65297], [1.47677, 0.27214, -2.35193], [-0.13796, -3.99087, -0.02698], [-3.39044, 1.58703, -2.88345], [-0.28367, -1.85277, -2.42305], [-2.41506, -3.92908, -5.49844], [0.25108, -2.29741, -0.37948], [3.48784, -3.07300, 4.42338], [1.49875, -5.01009, 1.18753], [-4.62945, 0.17459, -1.08065], [0.47491, 5.44001, 4.12512], [2.44920, 0.21622, 3.68780], [2.69877, -6.21778, 3.57552], [2.48074, 5.80501, 2.69408], [2.59796, 4.74091, 0.47816], [3.18652, -0.86227, 4.88158], [-1.61736, 1.95250, 1.39026], [-2.41899, 3.35200, 1.15704], [4.17353, -5.28285, 3.80677], [-2.37168, 2.41343, -1.65407], [-4.43021, -2.58683, -5.00049], [1.65861, 4.26284, -3.88317], [-3.89335, -1.18549, -0.19998], [-1.37363, 4.03747, 3.27941], [-4.37485, -0.88128, -3.23419], [-3.69945, 0.46172, 0.40607], [3.75097, -5.89028, 2.20451], [1.45446, -0.51198, 4.93387], [-1.05233, -2.66707, 0.72785], [-1.61881, 1.67422, -3.07204], [1.88632, 1.81391, -4.23346]], "forces_ev_per_angstrom": [[0.497, -0.006, 0.051], [-0.184, 0.080, 0.111], [-0.185, 0.047, 0.111], [-0.107, 0.093, 0.047], [-0.002, -0.038, 0.022], [-0.042, -0.019, 0.034], [0.029, 0.129, -0.065], [-0.073, -0.113, -0.110], [0.009, -0.005, 0.010], [-0.027, 0.013, 0.013], [0.001, -0.013, -0.017], [0.084, -0.003, -0.027], [0.053, -0.021, 0.023], [-0.018, 0.014, -0.007], [-0.005, -0.019, -0.012], [0.022, 0.017, 0.000], [0.006, 0.127, 0.021], [-0.003, -0.004, -0.001], [-0.130, -0.308, -0.161], [-0.084, -0.035, -0.021], [-0.012, 0.041, -0.033], [-0.028, -0.037, -0.092], [-0.036, 0.055, -0.008], [-0.052, 0.035, 0.007], [-0.011, 0.006, 0.003], [0.004, -0.038, 0.017], [-0.012, -0.021, 0.012], [0.037, 0.003, -0.055], [0.021, 0.002, 0.045], [0.077, 0.055, 0.066], [0.095, -0.003, 0.053], [0.008, -0.015, -0.041], [0.000, 0.007, 0.005], [0.005, -0.001, -0.001], [0.005, -0.011, 0.001], [-0.026, 0.011, -0.024], [-0.016, -0.009, -0.020], [0.023, 0.022, 0.005], [0.000, 0.013, -0.031], [-0.006, -0.005, -0.003], [0.024, -0.036, 0.069], [0.003, -0.006, 0.004], [0.000, -0.008, -0.003], [-0.003, -0.029, -0.005], [0.003, 0.003, 0.010], [0.010, -0.026, -0.022], [-0.006, 0.000, 0.000], [-0.001, 0.007, 0.010], [-0.016, 0.000, 0.001], [-0.009, -0.003, 0.024], [0.041, 0.051, -0.049], [0.016, -0.046, 0.030], [0.002, 0.008, 0.000], [-0.014, 0.003, 0.027], [-0.005, 0.002, -0.004], [0.000, 0.001, -0.014], [0.019, -0.002, 0.025], [0.012, -0.001, 0.009], [0.005, 0.009, -0.003], [-0.030, 0.027, -0.020], [0.001, -0.002, -0.010], [-0.014, 0.006, -0.018], [0.045, -0.035, 0.000], [-0.002, 0.024, 0.019], [0.003, 0.004, -0.010]], "mulliken_spin": [0.892, 0.476, 0.109, -0.001, 0.012, 0.000, -0.053, -0.012, -0.001, 0.002, 0.036, 0.006, -0.004, 0.016, -0.009, 0.030, 0.024, 0.001, 0.307, -0.018, 0.016, 0.008, 0.016, 0.006, 0.002, 0.012, -0.008, 0.000, 0.004, 0.110, -0.002, -0.004, 0.000, 0.000, 0.004, 0.029, 0.001, 0.005, -0.008, 0.000, -0.006, 0.000, 0.000, 0.004, 0.000, -0.007, 0.001, 0.000, 0.001, 0.003, -0.003, 0.000, 0.000, 0.001, 0.000, 0.002, 0.001, 0.000, 0.001, 0.005, 0.001, -0.001, -0.002, -0.002, 0.002], "total_energy_ha": -4049.65518, "spin_multiplicity": 3, "lumo_ev": [0.619, -1.209], "homo_lumo_gap_ha": [0.27279, 0.22570], "de_lowest_ev": 1.026, "s_squared": 2.01}


No. 4
{"formula": "C3H4F3NO", "method": "ωB97M-V/def2-TZVPD", "species": ["F", "F", "F", "O", "N", "C", "C", "C", "H", "H", "H", "H"], "positions_angstrom": [[4.38892, 0.54623, 0.78155], [3.55951, -1.42184, 0.39102], [4.06665, 0.01541, -1.29907], [0.84360, -1.31406, 1.49271], [0.67928, -0.28661, 0.93407], [2.16964, 0.48301, -0.20075], [3.51448, -0.15392, -0.02707], [-0.53289, 0.11663, 0.43514], [-1.44905, -0.19708, 1.04524], [-0.53679, 1.22741, 0.13043], [2.19592, 1.59879, 0.02322], [-0.71216, -0.67508, -0.40036]], "forces_ev_per_angstrom": [[-0.467, -0.555, -0.210], [-0.139, 0.535, -0.715], [-0.382, -0.824, 1.183], [-0.495, -1.065, 0.494], [5.608, 1.876, -0.332], [-2.248, -0.053, 1.088], [0.719, 1.365, 0.029], [-4.384, -0.400, -2.247], [1.549, 0.792, 0.029], [0.050, -2.120, 0.244], [-0.088, -1.500, -0.034], [0.277, 1.948, 0.472]], "nbo_charge": [-0.348, -0.302, -0.328, -0.253, 0.212, -0.265, 0.854, -0.514, 0.245, 0.251, 0.182, 0.266], "total_energy_ha": -546.07650, "spin_multiplicity": 1, "lumo_ev": [-1.401, -0.886], "homo_lumo_gap_ha": [0.26703, 0.30433], "de_lowest_ev": 5.986}


No. 5
{"formula": "C6H13NO", "method": "ωB97M-V/def2-TZVPD", "species": ["O", "N", "C", "C", "C", "C", "C", "C", "H", "H", "H", "H", "H", "H", "H", "H", "H", "H", "H", "H", "H"], "positions_angstrom": [[-0.12446, 1.74372, -2.90606], [0.69648, 0.09526, 0.07069], [0.26080, -0.90920, 1.04972], [-0.72418, -0.83298, -1.82823], [-0.23380, 0.36101, -1.01173], [-0.74072, -0.52127, 3.32837], [0.60239, -0.76308, 2.58218], [0.43105, 1.39664, -1.90033], [-0.60385, -0.39491, 4.38118], [1.10355, -1.66131, 2.93095], [-1.13501, 0.74000, -0.52485], [1.65582, -0.03467, -0.21363], [-1.55407, -0.69002, -2.53719], [-1.03541, 0.48971, 2.97728], [1.35191, 0.02137, 2.74653], [-1.53200, -1.22567, 3.12439], [-1.14423, -1.58144, -1.15265], [0.73272, -1.83659, 0.72680], [0.11478, -1.29340, -2.35588], [-0.81885, -1.12712, 1.07496], [1.40420, 1.87688, -1.54853]], "forces_ev_per_angstrom": [[0.512, 0.301, -0.345], [-0.840, 0.188, 1.194], [0.924, -1.151, 0.516], [-0.015, -0.976, -0.137], [0.332, -0.169, 0.354], [1.332, 1.879, -0.707], [-0.573, 0.117, -0.712], [-0.776, 0.557, 0.186], [0.066, -0.243, 0.807], [-0.130, -0.336, -0.041], [0.034, 0.694, -0.181], [-0.088, -0.250, -0.147], [0.540, 0.713, 0.131], [-0.391, -0.557, 0.128], [-0.491, 0.200, 0.026], [-0.005, -0.357, -0.158], [0.283, -0.060, 0.165], [-0.197, -0.480, 0.086], [-0.094, -0.077, -0.093], [0.294, 0.569, -0.811], [-0.716, -0.561, -0.260]], "nbo_charge": [-0.510, -0.641, -0.224, -0.627, -0.154, -0.611, -0.403, 0.442, 0.210, 0.196, 0.210, 0.363, 0.234, 0.204, 0.209, 0.204, 0.210, 0.176, 0.203, 0.193, 0.117], "total_energy_ha": -366.36038, "spin_multiplicity": 1, "lumo_ev": 0.819, "homo_lumo_gap_ha": 0.35547, "de_lowest_ev": 2.001, "smiles": "CCCN[C@H](C)C=O"}


No. 6
{"formula": "C5H10NO", "method": "ωB97M-V/def2-TZVPD", "species": ["O", "N", "C", "C", "C", "C", "C", "H", "H", "H", "H", "H", "H", "H", "H", "H", "H"], "positions_angstrom": [[-1.22983, 0.76317, 3.20715], [1.18804, 1.08538, -1.51731], [-0.30420, 0.59564, 0.95924], [-1.19516, 0.00009, 2.12408], [1.04984, -1.26308, -1.83824], [-0.62040, -0.15612, -0.35243], [0.53213, -0.14493, -1.31804], [-0.62371, 1.63395, 0.90696], [-1.53417, 0.21668, -0.82924], [2.07671, -1.29031, -2.18061], [1.03962, 1.72459, -0.74451], [2.18582, 0.93190, -1.60242], [-0.82656, -1.19282, -0.07488], [-2.17764, -0.17429, 1.60145], [0.75312, 0.45234, 1.18500], [-0.75980, -1.02375, 2.29163], [0.44617, -2.15845, -1.81782]], "forces_ev_per_angstrom": [[-0.155, 0.029, 0.148], [0.092, 0.080, 0.442], [-0.965, -0.849, -0.275], [0.669, 0.449, -0.189], [-0.256, -0.037, 0.197], [-0.229, 0.194, -0.285], [0.575, -0.119, 0.334], [0.440, 0.293, -0.024], [0.031, 0.210, 0.148], [-0.136, -0.049, -0.557], [-0.126, -0.084, -0.008], [-0.039, 0.141, -0.283], [0.022, -0.058, -0.156], [-0.194, -0.106, 0.142], [0.063, 0.365, 0.240], [-0.117, -0.218, -0.090], [0.324, -0.240, 0.216]], "nbo_charge": [-0.941, -0.826, -0.449, 0.024, -0.565, -0.464, 0.233, 0.192, 0.202, 0.175, 0.376, 0.355, 0.209, 0.049, 0.177, 0.056, 0.195], "charge": -1, "total_energy_ha": -326.47014, "spin_multiplicity": 1, "lumo_ev": 3.773, "homo_lumo_gap_ha": 0.22636, "de_lowest_ev": 0.413, "smiles": "C=C(N)CCC[O-]"}


Repeat the sixth record exactly.
{"formula": "C5H10NO", "method": "ωB97M-V/def2-TZVPD", "species": ["O", "N", "C", "C", "C", "C", "C", "H", "H", "H", "H", "H", "H", "H", "H", "H", "H"], "positions_angstrom": [[-1.22983, 0.76317, 3.20715], [1.18804, 1.08538, -1.51731], [-0.30420, 0.59564, 0.95924], [-1.19516, 0.00009, 2.12408], [1.04984, -1.26308, -1.83824], [-0.62040, -0.15612, -0.35243], [0.53213, -0.14493, -1.31804], [-0.62371, 1.63395, 0.90696], [-1.53417, 0.21668, -0.82924], [2.07671, -1.29031, -2.18061], [1.03962, 1.72459, -0.74451], [2.18582, 0.93190, -1.60242], [-0.82656, -1.19282, -0.07488], [-2.17764, -0.17429, 1.60145], [0.75312, 0.45234, 1.18500], [-0.75980, -1.02375, 2.29163], [0.44617, -2.15845, -1.81782]], "forces_ev_per_angstrom": [[-0.155, 0.029, 0.148], [0.092, 0.080, 0.442], [-0.965, -0.849, -0.275], [0.669, 0.449, -0.189], [-0.256, -0.037, 0.197], [-0.229, 0.194, -0.285], [0.575, -0.119, 0.334], [0.440, 0.293, -0.024], [0.031, 0.210, 0.148], [-0.136, -0.049, -0.557], [-0.126, -0.084, -0.008], [-0.039, 0.141, -0.283], [0.022, -0.058, -0.156], [-0.194, -0.106, 0.142], [0.063, 0.365, 0.240], [-0.117, -0.218, -0.090], [0.324, -0.240, 0.216]], "nbo_charge": [-0.941, -0.826, -0.449, 0.024, -0.565, -0.464, 0.233, 0.192, 0.202, 0.175, 0.376, 0.355, 0.209, 0.049, 0.177, 0.056, 0.195], "charge": -1, "total_energy_ha": -326.47014, "spin_multiplicity": 1, "lumo_ev": 3.773, "homo_lumo_gap_ha": 0.22636, "de_lowest_ev": 0.413, "smiles": "C=C(N)CCC[O-]"}